(1)
The following is a DFT calculation (the ωB97M-V functional and the def2-TZVPD basis) of a single C6H5ClS molecule at a distorted geometry.

For the energy above the lowest of the compared OMol25 structures with the same formula, charge and spin, the calculation gives 65.0 kcal/mol. The calculation puts the HOMO-LUMO gap at 7.10 eV. For the calculated total energy, the calculation gives -1089.8682 a.u. Its SMILES is S=C1C=C[C@@H]2[C@H](Cl)[C@H]12. The molecular weight is 144.63 g/mol. For the HOMO energy, the calculation gives -8.4455 eV. The calculation puts the LUMO energy at -1.35 eV.

```
! RIJCOSX wB97M-V def2-TZVPD def2/J DEFGRID3
* xyz 0 1
S 2.17292 1.09656 1.58356
C 1.18414 0.44029 0.31353
C 0.82002 0.95768 -0.85093
C -0.06974 0.22003 -1.51386
C -0.66296 -0.74421 -0.58591
C -1.02903 -0.38582 0.94328
Cl -1.52952 1.34581 1.26878
C 0.33993 -0.72997 0.69686
H 1.28961 1.95561 -0.90439
H -0.21122 0.14591 -2.59469
H -1.39758 -1.62899 -0.98893
H -1.73540 -1.00821 1.64632
H 0.82883 -1.66467 0.98638
*
```

Here are the Löwdin charges for atoms 1 to 6, given in e:
1. S 0.635
2. C -0.771
3. C -0.198
4. C -0.012
5. C -0.162
6. C -0.532



(2)
The following is a DFT calculation (the ωB97M-V functional and the def2-TZVPD basis) of a molecular structure, C22H25BrCoNO at a distorted geometry.

For the energy above the lowest of the compared OMol25 structures with the same formula, charge and spin, the calculation gives 2.1 kcal/mol. The calculation puts the HOMO-LUMO gap (spin up / spin down) at 8.07 / 6.70 eV. For the calculated total energy, the calculation gives -4939.8905 a.u. The molecular weight is 458.28 g/mol. For the HOMO energy (spin up / spin down), the calculation gives -7.6431 / -7.9378 eV. The calculation puts the LUMO energy (spin up / spin down) at 0.43 / -1.23 eV.

```
! RIJCOSX wB97M-V def2-TZVPD def2/J DEFGRID3
* xyz 0 5
C -2.68720 2.08586 1.59663
C -1.31030 2.04716 1.92079
C -0.54387 1.67882 0.76018
H -0.94897 2.13909 2.94014
C -1.52451 1.42973 -0.31831
C -2.83251 1.63790 0.27574
H -1.28187 1.37789 -1.36447
C -2.80122 -2.12995 2.51564
C -2.03499 -1.12415 3.12107
C -0.77858 -1.00611 2.40466
H -2.32165 -0.51375 3.98975
C -0.75978 -2.13811 1.42623
C -2.03954 -2.74789 1.48313
H 0.50275 1.84297 0.58447
H -3.77679 1.64556 -0.25620
H -3.51596 2.48849 2.25047
H -2.39299 -3.54348 0.81379
H 0.09758 -0.43958 2.75883
H -3.82245 -2.39466 2.79322
Co -0.88318 -0.30497 0.49541
C 0.45957 -2.57055 0.64179
C 0.59323 -4.06788 0.37753
C 1.65394 -2.08456 1.47646
H 0.70528 -4.69092 1.27553
H 1.47500 -4.20129 -0.28022
H -0.26150 -4.46805 -0.19168
H 1.48378 -2.38803 2.52123
H 1.80900 -0.99674 1.51692
H 2.59429 -2.54123 1.11689
C 0.24629 -2.05256 -0.83991
C 1.18558 -0.92242 -1.17984
H -0.87380 -1.63239 -1.06177
H 0.13625 -2.88825 -1.58109
O 1.63272 -0.21572 -0.21780
N 1.35763 -0.66237 -2.54636
C 0.70737 0.58016 -2.99374
H 2.34537 -0.78301 -2.84379
C 1.34605 1.84013 -2.41002
C 0.65149 3.04835 -2.46511
H -0.25532 3.06670 -3.07236
C 1.13675 4.16914 -1.78041
H 0.60787 5.11489 -1.92124
C 2.24547 4.04773 -0.95022
H 2.61383 4.92622 -0.43647
C 2.94178 2.84591 -0.86347
H 3.78426 2.73155 -0.17562
C 2.56531 1.78321 -1.70562
H 3.24502 0.91933 -1.80359
H -0.36441 0.46410 -2.77210
H 0.77976 0.64143 -4.07738
Br -2.89180 -1.04371 -0.94774
*
```

Here are the Löwdin charges for atoms 1 to 6, given in e:
1. C -0.101
2. C -0.081
3. C -0.183
4. H 0.108
5. C -0.289
6. C -0.169



(3)
The following is a DFT calculation (the ωB97M-V functional and the def2-TZVPD basis) of a gas-phase ion, C7H6N3O (charge -1) at a distorted geometry.

For the energy above the lowest of the compared OMol25 structures with the same formula, charge and spin, the calculation gives 15.8 kcal/mol. The calculation puts the HOMO-LUMO gap at 7.07 eV. For the calculated total energy, the calculation gives -509.7768 a.u. The molecular weight is 148.15 g/mol. For the HOMO energy, the calculation gives -3.3412 eV. The calculation puts the LUMO energy at 3.73 eV.

```
! RIJCOSX wB97M-V def2-TZVPD def2/J DEFGRID3
* xyz -1 1
C -0.76496 0.02852 1.30644
C -0.39883 1.36405 1.36385
C -0.46271 -0.73474 0.17950
C 0.41782 1.94183 0.38046
C 0.35403 -0.20579 -0.80490
C 0.78997 1.13612 -0.72360
C 0.78454 -0.96377 -2.07271
N 1.43528 1.76423 -1.75287
N 0.97410 -0.06696 -3.10969
N 1.35919 1.15132 -2.91713
O 1.75055 1.80504 -3.91517
H -1.41282 -0.35628 2.09867
H -0.68943 1.71733 2.35795
H -0.85657 -1.75902 0.10660
H 0.69287 3.03455 0.23348
H 1.75136 -1.32790 -1.90572
H 0.13584 -1.83866 -2.34598
*
```

Here are the Löwdin charges for atoms 1 to 6, given in e:
1. C -0.166
2. C -0.144
3. C -0.084
4. C -0.046
5. C -0.156
6. C -0.275



(4)
The following is a DFT calculation (the ωB97M-V functional and the def2-TZVPD basis) of 11 unconnected molecules or ions with the total composition C18H58N8O11 at a distorted geometry.

For the energy above the lowest of the compared OMol25 structures with the same formula, charge and spin, the calculation gives 10.4 kcal/mol. The calculation puts the HOMO-LUMO gap at 9.47 eV. For the calculated total energy, the calculation gives -1986.3720 a.u. Its SMILES is NC(N)=O.NC(N)=O.NC(N)=O.NC(N)=O.CCO.CCO.CCO.CCO.CCO.CCO.CCO. The molecular weight is 562.71 g/mol. For the HOMO energy, the calculation gives -9.3270 eV. The calculation puts the LUMO energy at 0.14 eV.

```
! RIJCOSX wB97M-V def2-TZVPD def2/J DEFGRID3
* xyz 0 1
N -19.40818 -1.15478 18.78595
C -18.05518 -0.80857 18.87894
N -17.38059 -1.34430 19.90224
O -17.46999 -0.27234 17.93872
H -20.09105 -1.48193 19.46866
H -19.93711 -0.48908 18.22008
H -17.84945 -1.84973 20.63747
H -16.39825 -1.26071 19.91422
N -14.86070 -1.09636 14.55560
C -15.34879 -2.35215 14.73264
N -16.19030 -2.55981 15.76398
O -15.01984 -3.24038 13.96005
H -14.41596 -1.08522 13.66588
H -15.18857 -0.30382 15.02099
H -16.30209 -1.89979 16.49021
H -16.41487 -3.54465 15.98335
N -11.76872 4.94121 14.76198
C -11.57064 6.14362 15.33481
N -11.19162 7.14326 14.46714
O -11.63312 6.37195 16.55194
H -11.97226 4.85321 13.79942
H -12.21756 4.15390 15.28493
H -11.49815 6.97291 13.50179
H -11.32819 8.06650 14.79708
N -7.42004 -2.00835 16.27610
C -7.99113 -1.55713 15.04100
N -8.45783 -0.29611 15.09009
O -7.94184 -2.32417 14.10596
H -7.83152 -1.81163 17.11108
H -7.20647 -2.99502 16.23150
H -9.04967 0.15731 14.40892
H -8.52022 0.03871 16.02371
C -13.72579 6.24781 18.98686
C -14.62993 5.41222 18.18047
O -14.70438 5.87238 16.85359
H -12.67199 6.36707 18.65247
H -13.69871 5.84034 19.99754
H -14.21658 7.24228 19.07487
H -15.69419 5.47761 18.49046
H -14.25341 4.36137 18.27762
H -13.79217 6.15089 16.59364
C -10.85268 -3.45842 16.79981
C -10.91335 -1.96089 16.71961
O -10.08689 -1.41916 17.73265
H -11.10501 -3.78580 17.81815
H -9.88613 -3.83199 16.57915
H -11.52520 -3.95747 16.14801
H -11.91300 -1.54930 16.82186
H -10.53232 -1.60074 15.73680
H -10.64018 -1.21301 18.47880
C -7.85988 3.54170 16.09115
C -8.58462 4.81973 16.63091
O -9.84513 4.40252 17.21335
H -6.72836 3.67497 16.10825
H -8.25142 3.43755 15.05547
H -8.10324 2.63095 16.60583
H -8.75405 5.58622 15.79782
H -8.04669 5.26826 17.40216
H -10.47574 5.16076 17.19315
C -8.65271 1.14685 20.77852
C -8.29190 2.30476 19.86018
O -9.44752 3.09219 19.73837
H -8.81378 1.41905 21.83917
H -7.87033 0.38491 20.82521
H -9.54594 0.61046 20.45898
H -7.94614 2.03266 18.88228
H -7.43064 2.81058 20.30251
H -9.43985 3.59676 18.89925
C -13.42545 0.58275 20.90654
C -14.42121 0.64241 19.72619
O -14.45690 -0.64364 19.15819
H -13.61798 -0.20598 21.63135
H -13.46771 1.53624 21.47178
H -12.37653 0.34058 20.63345
H -14.15930 1.34940 18.96452
H -15.35144 1.00768 20.13395
H -15.08554 -0.67045 18.40299
C -17.43795 3.27660 16.48048
C -16.28381 2.50158 15.76028
O -15.83777 1.34397 16.46024
H -17.45959 4.31319 16.09514
H -17.30023 3.36817 17.54896
H -18.45256 2.88286 16.24401
H -15.42956 3.17582 15.60996
H -16.61530 2.25147 14.73136
H -16.58668 1.14020 17.04755
C -11.61175 1.59354 17.82309
C -12.42559 1.16311 16.62023
O -12.88072 2.29993 15.78824
H -12.01273 2.54640 18.20483
H -10.60307 1.87041 17.45999
H -11.61307 0.94939 18.67143
H -13.30363 0.58703 16.88293
H -11.71547 0.59392 15.99619
H -13.73850 1.95619 15.45367
*
```

Here are the Löwdin charges for atoms 1 to 6, given in e:
1. N 0.142
2. C -0.622
3. N 0.193
4. O 0.000
5. H 0.102
6. H 0.104



Question: Which of these has the lowest molecular weight?
Answer: C6H5ClS



Question: Which value of calculated total energy does entry 2 give?
Answer: -4939.8905 a.u.